[1]
DFT (ωB97M-V/def2-TZVPD) results for the molecule C2H4O3S.

Last column: Löwdin charge in e.
Element x y z (Å)
C: -0.59743 -0.84701 -0.58168  -0.24
C: -0.04931 0.10563 0.50784  -0.65
O: -0.51686 -2.14374 -0.05770  -0.22
O: 0.46635 -1.92460 0.94534  -0.22
O: 1.14880 0.68805 0.46291  0.06
S: -1.18702 0.60024 1.66855  0.97
H: -1.55155 -0.68487 -1.11264  0.13
H: 0.04947 -0.94061 -1.45579  0.12
H: 1.64235 0.03000 -0.02922  0.12
H: -0.40369 1.50056 2.30543  -0.07

Output
- frontier orbital gap (spin up / spin down) (eV) = 7.62 / 7.62
- ΔE to the lowest compared entry with this formula, charge and spin (kcal per mole) = 118.54
- HOMO energy (spin up / spin down) (eV) = -7.979 / -7.980
- charge = 0

[2]
DFT (ωB97M-V/def2-TZVPD) results for a cluster of 7 separate species, C39H37BrF48NO11S in total.

Last column: Löwdin charge in e.
Element x y z (Å)
C: 0.24691 11.45107 0.09984  0.00
C: 0.88758 9.97747 -0.10311  -0.37
O: 1.78943 9.64169 0.69319  0.10
O: 0.42308 9.16865 -1.19835  0.03
C: -0.73930 8.39196 -0.81890  -0.30
O: -1.63321 8.84034 -0.04733  0.05
C: -0.81406 6.91753 -1.50312  -0.02
C: -0.53208 5.73168 -0.44542  -0.32
C: 0.15027 6.41678 0.87035  -0.60
O: -0.53215 6.72765 1.91766  -0.10
O: 1.53605 6.61578 0.83257  -0.19
N: 0.46123 4.70392 -0.93109  -0.44
S: 0.55416 3.56663 0.41675  0.79
C: -0.00796 4.02568 -2.18106  -0.35
C: 0.91629 2.81727 -2.69179  -0.69
C: 0.09655 2.03745 -3.87483  -0.18
Br: 2.51953 3.60275 -3.59000  0.60
H: 0.34916 11.97638 -0.92099  0.08
H: -0.82911 11.40767 0.47873  0.07
H: 0.92639 12.01829 0.84183  0.09
H: -0.08159 6.89881 -2.39754  0.13
H: -1.91416 6.79456 -1.84699  0.13
H: -1.50915 5.22848 -0.11291  0.13
H: -0.53222 2.69507 0.25519  -0.12
H: -1.11716 3.73978 -2.01684  0.13
H: -0.01473 4.80631 -3.03989  0.11
H: 1.15493 2.02331 -1.90966  0.07
H: -0.77800 1.42328 -3.43308  0.08
H: -0.33648 2.79579 -4.61860  0.08
H: 0.79569 1.32705 -4.44578  0.06
C: 0.50761 -3.76522 -2.70098  -0.04
C: 0.64929 -2.27085 -2.34513  -0.43
C: -0.29481 -1.76160 -1.26025  -0.30
F: -1.59249 -1.86923 -1.61480  0.08
F: -0.07735 -0.44652 -1.02750  0.09
F: 0.53596 -1.53182 -3.47477  0.13
F: 1.92941 -2.08821 -1.90770  0.11
O: -0.27059 -4.07309 -3.86555  0.04
C: -1.66574 -4.19394 -3.68915  -0.50
C: -2.45011 -3.15311 -4.49625  -0.27
F: -2.12359 -1.89530 -4.12996  0.10
F: -3.78385 -3.28825 -4.28946  0.09
F: -1.96137 -4.17100 -2.37513  0.12
F: -1.98774 -5.43702 -4.12175  0.14
H: 1.51393 -4.11219 -2.95564  0.14
H: 0.21766 -4.37426 -1.84101  0.15
H: -0.14572 -2.29642 -0.31817  0.17
H: -2.24992 -3.25795 -5.56506  0.18
C: 7.64355 -1.48992 -2.19578  -0.04
C: 8.03445 -1.09679 -3.63558  -0.43
C: 6.99529 -0.28530 -4.40796  -0.30
F: 5.84221 -0.95992 -4.58279  0.09
F: 7.45511 0.00787 -5.65256  0.09
F: 8.38557 -2.21410 -4.31983  0.12
F: 9.16983 -0.34207 -3.54498  0.10
O: 7.13502 -2.81838 -2.01619  0.03
C: 5.75115 -3.00800 -2.22684  -0.51
C: 5.46104 -3.97876 -3.37731  -0.27
F: 5.96852 -3.52889 -4.54514  0.10
F: 4.12504 -4.12125 -3.55958  0.09
F: 5.14716 -1.81612 -2.38285  0.14
F: 5.26654 -3.52338 -1.07160  0.14
H: 8.57140 -1.48029 -1.61516  0.14
H: 7.01218 -0.73956 -1.71348  0.15
H: 6.77364 0.65967 -3.90445  0.18
H: 5.89352 -4.96186 -3.17725  0.17
C: -4.63741 -3.26537 0.18604  -0.04
C: -3.69759 -4.24778 0.91520  -0.43
C: -3.93968 -5.72851 0.62905  -0.28
F: -5.16429 -6.13524 1.02061  0.09
F: -3.05042 -6.49497 1.31506  0.08
F: -3.73753 -3.99485 2.24582  0.13
F: -2.42637 -3.94924 0.51599  0.10
O: -5.74730 -2.76227 0.93994  0.04
C: -6.92238 -3.54687 0.95543  -0.50
C: -7.28819 -4.02354 2.36605  -0.27
F: -6.30779 -4.78701 2.90049  0.09
F: -8.40860 -4.78553 2.34225  0.10
F: -6.80726 -4.55858 0.07338  0.13
F: -7.90772 -2.74952 0.48100  0.15
H: -4.03702 -2.37516 -0.02645  0.15
H: -4.94262 -3.63113 -0.79759  0.15
H: -3.82133 -5.95376 -0.43433  0.18
H: -7.45764 -3.17425 3.03189  0.18
C: -4.99465 9.34145 0.28888  -0.03
C: -4.82851 10.84529 0.59314  -0.43
C: -5.75847 11.41232 1.66433  -0.30
F: -7.05936 11.31655 1.32146  0.08
F: -5.51350 12.73650 1.85164  0.08
F: -4.93469 11.54610 -0.56407  0.12
F: -3.54574 11.02349 1.02073  0.11
O: -5.78282 9.00898 -0.86416  0.03
C: -7.18015 8.91621 -0.68454  -0.51
C: -7.94657 9.94330 -1.52585  -0.28
F: -7.59999 11.20762 -1.20004  0.09
F: -9.28289 9.83754 -1.31789  0.09
F: -7.47811 8.98599 0.62696  0.13
F: -7.52392 7.66581 -1.07895  0.14
H: -3.99429 8.96906 0.04313  0.13
H: -5.29120 8.76620 1.16919  0.15
H: -5.61301 10.90890 2.62385  0.17
H: -7.74678 9.80073 -2.59037  0.17
C: -5.23882 -8.23239 5.00018  -0.04
C: -3.78425 -8.48944 4.55402  -0.43
C: -3.59993 -8.88891 3.09119  -0.30
F: -4.21685 -10.05100 2.79361  0.09
F: -2.28345 -9.07776 2.81363  0.09
F: -3.22224 -9.40336 5.38367  0.13
F: -3.09683 -7.32694 4.75782  0.11
O: -5.89994 -9.30485 5.68457  0.03
C: -6.54047 -10.27936 4.88654  -0.50
C: -5.93926 -11.67693 5.07561  -0.28
F: -4.63154 -11.70239 4.73847  0.10
F: -6.56554 -12.58226 4.28484  0.09
F: -6.54896 -9.88173 3.60044  0.14
F: -7.83611 -10.29005 5.28174  0.14
H: -5.18793 -7.43441 5.74745  0.15
H: -5.85459 -7.81790 4.19798  0.14
H: -3.97243 -8.11484 2.41794  0.14
H: -6.02780 -12.00105 6.11516  0.17
C: 11.82370 -0.82729 2.25736  -0.04
C: 10.68372 -0.37915 1.31916  -0.43
C: 9.43792 0.17097 2.01480  -0.30
F: 8.84415 -0.74584 2.80295  0.09
F: 8.50424 0.54209 1.10142  0.09
F: 10.36922 -1.40231 0.48447  0.12
F: 11.19005 0.60879 0.52333  0.11
O: 11.91312 -2.23052 2.53396  0.03
C: 11.12668 -2.72794 3.59809  -0.50
C: 10.09653 -3.76237 3.12983  -0.28
F: 9.23808 -3.23300 2.23123  0.10
F: 9.35092 -4.20498 4.17072  0.10
F: 10.57201 -1.70324 4.27237  0.14
F: 11.99358 -3.31378 4.45802  0.14
H: 12.75501 -0.60297 1.72805  0.15
H: 11.87484 -0.22664 3.16885  0.15
H: 9.67598 1.04978 2.62031  0.18
H: 10.58943 -4.61902 2.66417  0.18

Output
- frontier orbital gap (eV) = 5.71
- ΔE to the lowest compared entry with this formula, charge and spin (kcal per mole) = 121.61
- HOMO energy (eV) = -4.267
- charge = -1

[3]
DFT (ωB97M-V/def2-TZVPD) results for a cluster of 2 separate species, C4HF7N2 in total.

Last column: Löwdin charge in e.
Element x y z (Å)
C: 2.56227 1.37942 0.11761  -0.09
C: -0.12809 0.65616 0.75178  -0.02
C: 0.45501 -0.45125 1.57387  -0.58
C: -0.73863 1.86605 1.39953  -0.56
N: 3.69200 1.43452 0.04143  0.00
N: -0.42553 0.51362 -0.58318  0.13
F: 1.02688 0.12544 2.61226  0.17
F: -0.44151 -1.43730 2.02384  0.11
F: 1.42016 -1.21027 1.09029  0.16
F: -2.07697 1.67221 1.63389  0.14
F: -0.62126 2.95741 0.59683  0.15
F: -0.19216 2.19684 2.55244  0.18
F: -1.75047 0.73261 -1.07511  0.01
H: 0.12644 -0.23690 -1.10824  0.20

Output
- frontier orbital gap (spin up / spin down) (eV) = 9.27 / 6.33
- ΔE to the lowest compared entry with this formula, charge and spin (kcal per mole) = 111.32
- HOMO energy (spin up / spin down) (eV) = -12.289 / -10.531
- charge = 0

[4]
DFT (ωB97M-V/def2-TZVPD) results for a cluster of 3 separate species, C3H10O4 in total.

Last column: Löwdin charge in e.
Element x y z (Å)
C: 0.24305 -0.45672 -0.05944  -0.06
C: -0.69903 0.42769 0.82406  -0.16
C: -0.43025 1.88331 0.78138  -0.55
O: 0.29036 2.48422 0.04532  0.13
O: -1.15534 2.52042 1.74367  0.08
H: 0.33191 -1.39555 0.47367  0.07
H: -0.07034 -0.51982 -1.08272  0.07
H: 1.19665 0.07744 -0.02188  0.07
H: -0.60044 -0.01484 1.82099  0.12
H: -1.75810 0.22990 0.64932  0.12
H: -1.33568 3.41015 1.41697  0.12
O: -3.30789 -3.03679 -1.54418  -0.07
H: -4.03254 -3.45772 -1.06426  0.03
H: -3.72626 -2.19459 -1.79172  0.04
O: 4.73330 -0.15335 -0.55336  -0.06
H: 4.95274 -0.24748 -1.48686  0.03
H: 5.36784 0.44372 -0.15095  0.03

Output
- frontier orbital gap (eV) = 11.24
- ΔE to the lowest compared entry with this formula, charge and spin (kcal per mole) = 12.81
- HOMO energy (eV) = -10.554
- charge = 0
- SMILES = CCC(=O)O.O.O